#i
Here is a cluster of 2 separate species, C4H12NOS in total from OMol25. Energies are from ωB97M-V/def2-TZVPD.

Last column: Löwdin charge in e.
Positions of all 19 atoms, in Å:
C: 1.013 -1.223 0.794  -0.32
C: 1.043 -2.275 -0.345  -0.82
S: 1.711 -3.913 0.133  0.05
C: -0.238 -0.406 0.825  -0.26
N: -0.298 0.718 -0.200  -0.14
C: -1.684 0.955 -0.721  -0.14
H: 1.915 -0.585 0.797  0.11
H: 1.079 -1.790 1.711  0.06
H: -0.045 -2.384 -0.548  0.02
H: 1.323 -1.856 -1.317  0.03
H: -0.559 0.102 1.765  0.11
H: -1.168 -0.981 0.593  0.10
H: 0.260 0.295 -0.936  0.09
H: -1.648 2.033 -0.963  0.07
H: -2.180 0.254 -1.405  0.07
H: -2.382 0.934 0.114  0.06
H: 0.180 2.741 0.232  -0.01
H: 1.021 3.799 -0.693  0.02
O: 0.657 3.581 0.164  -0.09

Results
E_HOMO = -2.438 eV
frontier orbital gap = 5.70 eV
charge = -1

#ii
Here is a cluster of 2 separate species, C4H12NOS in total from OMol25. Energies are from ωB97M-V/def2-TZVPD.

Last column: Löwdin charge in e.
Positions of all 19 atoms, in Å:
C: 0.208 1.334 1.494  -0.15
N: -0.023 1.003 0.084  -0.14
C: 0.440 -0.282 -0.350  -0.57
C: -0.294 -0.747 -1.552  -0.76
S: -1.225 -2.302 -1.268  0.20
C: 2.035 -0.204 -0.569  -0.06
H: 1.252 1.577 1.735  0.05
H: -0.187 0.497 2.098  0.08
H: -0.409 2.262 1.746  0.08
H: 0.252 1.789 -0.577  0.13
H: 0.288 -1.081 0.391  0.08
H: 0.268 -0.825 -2.563  0.06
H: -1.009 0.129 -1.811  0.06
H: 2.488 -0.072 0.396  0.03
H: 2.447 -0.981 -1.279  0.08
H: 2.176 0.826 -0.921  0.05
H: -2.558 -1.054 0.277  -0.02
H: -2.768 -0.843 1.716  0.01
O: -3.380 -1.023 0.953  -0.21

Results
E_HOMO = -2.678 eV
frontier orbital gap = 6.24 eV
charge = -1

Which structure is the most stable? The one labeled #i.

#i
Here is a cluster of 10 separate species, C12H44O10 in total from OMol25. Energies are from ωB97M-V/def2-TZVPD.

Last column: Löwdin charge in e.
Positions of all 66 atoms, in Å:
O: -6.827 -12.107 -20.957  -0.04
H: -5.925 -11.917 -21.247  0.06
H: -7.017 -11.419 -20.305  0.08
O: -10.510 -12.965 -23.208  -0.05
H: -11.398 -12.589 -23.212  0.07
H: -10.150 -12.742 -22.332  0.02
O: -7.371 -14.830 -20.958  -0.08
H: -8.060 -14.879 -21.640  0.05
H: -6.990 -13.923 -21.023  0.02
O: -10.550 -15.805 -22.481  -0.07
H: -10.063 -15.994 -23.293  0.01
H: -10.739 -14.856 -22.550  -0.01
O: -7.157 -14.317 -18.198  -0.08
H: -7.510 -14.468 -19.095  -0.01
H: -7.045 -15.204 -17.836  0.03
O: -9.937 -12.438 -20.478  -0.03
H: -10.236 -12.054 -19.646  0.07
H: -8.974 -12.374 -20.452  0.01
C: -4.664 -16.374 -23.170  -0.04
C: -4.544 -17.721 -23.871  -0.48
C: -3.949 -18.906 -23.120  -0.05
O: -5.742 -18.023 -24.585  -0.05
H: -5.434 -16.356 -22.388  0.06
H: -4.831 -15.546 -23.856  0.07
H: -3.749 -16.205 -22.592  0.07
H: -3.811 -17.558 -24.676  0.13
H: -4.497 -19.134 -22.198  0.07
H: -2.903 -18.828 -22.832  0.08
H: -4.081 -19.776 -23.765  0.08
H: -6.449 -17.454 -24.273  0.05
C: -1.647 -12.232 -20.715  -0.08
C: -2.085 -13.709 -20.645  -0.48
C: -3.533 -13.774 -20.168  -0.04
O: -1.802 -14.271 -21.913  -0.05
H: -1.858 -11.657 -19.805  0.08
H: -2.208 -11.705 -21.494  0.07
H: -0.578 -12.137 -20.899  0.07
H: -1.344 -14.125 -19.961  0.14
H: -3.585 -13.504 -19.117  0.09
H: -3.848 -14.788 -20.430  0.08
H: -4.236 -13.102 -20.666  0.05
H: -2.450 -14.060 -22.591  0.08
C: -8.062 -15.289 -26.944  -0.04
C: -8.189 -15.052 -25.438  -0.50
C: -7.225 -13.993 -24.949  -0.05
O: -9.546 -14.855 -25.075  -0.06
H: -8.647 -16.184 -27.164  0.08
H: -7.038 -15.531 -27.227  0.08
H: -8.462 -14.434 -27.488  0.08
H: -7.871 -15.988 -24.946  0.12
H: -7.600 -13.005 -25.240  0.09
H: -6.231 -14.174 -25.353  0.08
H: -7.114 -13.977 -23.860  0.06
H: -9.596 -13.980 -24.653  0.05
C: -8.847 -17.697 -19.173  -0.06
C: -7.623 -18.290 -19.872  -0.43
C: -7.811 -18.527 -21.357  -0.05
O: -6.551 -17.287 -19.742  -0.11
H: -9.700 -18.382 -19.178  0.08
H: -9.095 -16.676 -19.441  0.07
H: -8.580 -17.650 -18.109  0.08
H: -7.267 -19.145 -19.300  0.13
H: -7.814 -17.573 -21.882  0.06
H: -8.783 -18.998 -21.542  0.08
H: -7.055 -19.162 -21.821  0.07
H: -6.831 -16.500 -20.246  0.01

Results
SMILES string = CC(C)O.CC(C)O.CC(C)O.CC(C)O.O.O.O.O.O.O
E_HOMO = -9.660 eV
frontier orbital gap = 9.30 eV

#ii
Here is a cluster of 10 separate species, C12H44O10 in total from OMol25. Energies are from ωB97M-V/def2-TZVPD.

Last column: Löwdin charge in e.
Positions of all 66 atoms, in Å:
C: 2.201 -3.058 -6.083  -0.18
O: 2.763 -2.150 -5.196  -0.13
H: 3.054 -3.541 -6.561  0.08
H: 1.654 -3.740 -5.432  0.08
H: 1.560 -2.561 -6.811  0.08
H: 2.112 -2.033 -4.500  0.07
C: 0.798 0.380 -0.114  -0.14
O: 0.829 -1.000 -0.581  -0.13
H: -0.202 0.809 -0.180  0.08
H: 1.144 0.469 0.916  0.07
H: 1.508 0.996 -0.666  0.07
H: 1.493 -1.461 -0.063  0.06
C: 4.188 5.175 -4.865  -0.18
O: 4.873 5.980 -3.925  -0.12
H: 3.539 4.404 -4.447  0.07
H: 3.626 5.728 -5.617  0.08
H: 4.949 4.633 -5.426  0.07
H: 5.183 5.373 -3.249  0.07
C: -5.815 5.103 -2.395  -0.19
O: -4.615 4.478 -2.088  -0.12
H: -6.353 4.638 -3.221  0.08
H: -6.420 5.212 -1.495  0.08
H: -5.483 6.122 -2.592  0.08
H: -4.684 4.314 -1.145  0.07
C: -6.303 -1.920 0.347  -0.09
C: -5.353 -3.099 0.109  -0.31
O: -6.115 -4.285 -0.197  -0.10
H: -6.812 -1.544 -0.540  0.07
H: -5.818 -1.049 0.790  0.07
H: -7.010 -2.273 1.098  0.07
H: -4.898 -3.334 1.070  0.10
H: -4.648 -2.877 -0.693  0.11
H: -5.490 -4.966 -0.456  0.07
C: -1.079 -8.035 -0.999  -0.09
C: -1.756 -8.515 -2.265  -0.33
O: -3.168 -8.718 -2.136  -0.09
H: -0.217 -7.444 -1.306  0.07
H: -0.746 -8.913 -0.445  0.07
H: -1.723 -7.386 -0.405  0.08
H: -1.342 -9.427 -2.692  0.11
H: -1.590 -7.801 -3.072  0.10
H: -3.313 -9.539 -1.661  0.08
C: 0.036 6.945 5.399  -0.08
C: 0.180 5.766 6.334  -0.37
O: 0.090 4.617 5.594  -0.07
H: -0.973 7.168 5.053  0.07
H: 0.645 6.760 4.514  0.07
H: 0.384 7.902 5.787  0.07
H: -0.527 5.757 7.164  0.11
H: 1.164 5.768 6.802  0.11
H: 0.348 3.898 6.175  0.09
C: 6.493 -2.928 1.054  -0.09
C: 5.828 -2.338 2.242  -0.33
O: 4.612 -3.058 2.503  -0.10
H: 7.503 -2.520 1.010  0.08
H: 5.955 -2.761 0.120  0.08
H: 6.621 -4.007 1.135  0.08
H: 5.610 -1.270 2.260  0.11
H: 6.401 -2.455 3.162  0.10
H: 4.200 -2.649 3.267  0.07
O: -3.737 4.289 2.588  -0.05
H: -3.009 4.148 3.194  0.03
H: -4.466 4.557 3.148  0.03
O: 4.149 4.494 3.193  -0.05
H: 4.714 4.302 3.941  0.03
H: 3.261 4.469 3.551  0.02

Results
SMILES string = CCO.CCO.CCO.CCO.CO.CO.CO.CO.O.O
E_HOMO = -10.060 eV
frontier orbital gap = 10.18 eV

Which structure is the most stable? The one labeled #i.

#i
Here is a cluster of 2 separate species, C2H8N2S2 in total from OMol25. Energies are from ωB97M-V/def2-TZVPD.

Last column: Löwdin charge in e.
Positions of all 14 atoms, in Å:
C: -1.059 2.187 -2.560  -0.50
S: -2.662 1.948 -3.368  0.35
S: -3.870 3.690 -3.452  0.30
H: -0.300 2.876 -3.018  0.06
H: -0.665 1.241 -2.297  0.01
H: -1.186 2.437 -1.487  0.03
H: -3.607 3.962 -2.202  -0.24
N: 1.342 -2.740 3.529  0.04
C: 2.100 -2.225 2.578  -0.47
N: 3.137 -2.687 2.023  0.02
H: 1.852 -3.285 4.201  0.09
H: 0.499 -3.004 2.957  0.14
H: 1.426 -1.466 2.090  0.11
H: 2.993 -2.935 1.006  0.07

Results
SMILES string = [H]/N=C/N.CSS
E_HOMO = -8.627 eV
frontier orbital gap = 8.99 eV

#ii
Here is a cluster of 2 separate species, C2H8N2S2 in total from OMol25. Energies are from ωB97M-V/def2-TZVPD.

Last column: Löwdin charge in e.
Positions of all 14 atoms, in Å:
C: -2.805 0.776 -0.019  -0.45
C: 0.583 -1.289 0.056  -0.60
N: -0.749 -0.993 1.994  0.01
N: 0.196 -0.646 1.130  -0.22
S: -1.474 1.159 -1.287  0.54
S: 2.027 -0.748 -0.809  0.69
H: -2.995 -0.245 -0.015  -0.02
H: -3.588 1.473 -0.388  0.02
H: -0.076 -1.909 -0.546  0.07
H: -2.206 1.155 0.859  0.02
H: -1.273 -1.729 1.623  0.00
H: 0.750 0.122 1.637  0.18
H: -2.327 0.590 -2.295  -0.10
H: 2.941 -1.341 -0.012  -0.15

Results
E_HOMO (alpha / beta) = -7.887 / -7.888 eV
frontier orbital gap (alpha / beta) = 8.47 / 8.47 eV

Which structure is the most stable? The one labeled #i.

#i
Here is a cluster of 2 separate species, C6H12O in total from OMol25. Energies are from ωB97M-V/def2-TZVPD.

Last column: Löwdin charge in e.
Positions of all 19 atoms, in Å:
C: 1.412 1.005 1.304  -0.13
C: 0.366 0.718 0.244  -0.50
C: 0.504 1.146 -1.054  -0.09
C: -3.282 -0.002 1.417  -0.20
C: -2.175 0.269 0.422  -0.27
C: -0.850 0.167 0.763  -0.23
H: 1.238 0.651 2.309  0.05
H: 1.452 2.111 1.337  0.07
H: 2.316 0.532 0.878  0.05
H: 1.280 1.899 -1.182  -0.01
H: -0.287 0.952 -1.783  0.00
H: -3.827 -0.958 1.395  0.04
H: -2.674 0.086 2.340  0.05
H: -4.036 0.816 1.482  0.05
H: -2.428 0.449 -0.660  0.06
H: -0.680 -0.459 1.648  0.07
H: 4.523 -2.824 -3.266  0.03
H: 3.111 -3.219 -3.678  0.04
O: 4.038 -3.339 -3.916  -0.08

Results
E_HOMO (alpha / beta) = 0.170 / -2.622 eV
<S²> = 0.77
2S+1 = 2
frontier orbital gap (alpha / beta) = 3.22 / 5.89 eV
charge = -1

#ii
Here is a cluster of 2 separate species, C6H12O in total from OMol25. Energies are from ωB97M-V/def2-TZVPD.

Last column: Löwdin charge in e.
Positions of all 19 atoms, in Å:
C: 0.784 0.642 2.630  -0.28
C: 0.261 0.777 1.277  -0.33
C: 0.226 -0.163 0.321  -0.30
C: -0.790 -0.066 -0.715  -0.21
C: -0.695 0.778 -1.734  -0.20
C: -1.718 0.820 -2.835  -0.15
H: 0.163 -0.266 3.008  0.02
H: 0.713 1.463 3.413  0.06
H: 1.718 0.083 2.577  0.04
H: -0.463 1.652 1.001  0.10
H: 0.854 -1.025 0.019  0.05
H: -1.730 -0.673 -0.513  0.11
H: 0.138 1.407 -1.969  0.09
H: -2.200 -0.178 -3.087  0.08
H: -2.490 1.597 -2.688  0.06
H: -1.200 1.084 -3.738  0.04
H: 1.673 -1.916 0.990  0.04
H: 2.289 -3.419 0.812  -0.03
O: 2.467 -2.597 1.230  -0.20

Results
E_HOMO (alpha / beta) = 1.016 / -3.914 eV
<S²> = 0.75
2S+1 = 2
frontier orbital gap (alpha / beta) = 2.80 / 7.71 eV
charge = -1

#iii
Here is a cluster of 2 separate species, C6H12O in total from OMol25. Energies are from ωB97M-V/def2-TZVPD.

Last column: Löwdin charge in e.
Positions of all 19 atoms, in Å:
C: -2.602 -1.053 0.278  -0.13
C: -1.599 -0.280 -0.536  -0.38
C: -0.300 -0.218 -0.185  -0.22
C: 0.414 -0.777 1.008  -0.18
C: -1.847 1.973 -1.567  -0.14
C: -2.140 0.650 -1.554  -0.27
H: -2.223 -2.024 0.637  0.05
H: -3.504 -1.262 -0.303  0.04
H: -2.887 -0.509 1.174  0.06
H: 0.312 0.396 -0.836  0.06
H: 1.268 -0.143 1.272  0.04
H: 0.771 -1.791 0.814  0.06
H: -0.195 -0.769 1.920  0.05
H: -1.459 2.507 -0.706  0.02
H: -2.137 2.674 -2.339  -0.01
H: -2.493 0.171 -2.462  0.07
H: 6.930 0.366 1.898  0.01
H: 7.123 -0.258 0.482  0.02
O: 6.568 0.347 1.005  -0.14

Results
E_HOMO (alpha / beta) = 1.319 / -4.192 eV
<S²> = 0.75
2S+1 = 2
frontier orbital gap (alpha / beta) = 1.75 / 7.22 eV
charge = -1

Which structure is the most stable? The one labeled #i.